1.
DFT (ωB97M-V/def2-TZVPD) results for a cluster of 2 separate species, C3H9O2P in total at a distorted geometry.

The LUMO energy comes out at 0.68 eV. The total charge is 0.

Geometry as XYZ:
```
15
Properties=species:S:1:pos:R:3:lowdin_charge:R:1
C -0.3594 0.8672 1.4459 -0.236
C 0.5104 -0.0816 0.7552 -0.203
C 0.0531 -0.2218 -1.5267 -0.810
O 0.3584 0.9520 -2.1311 -0.044
O -1.2773 -0.4258 -1.3915 -0.042
P 1.1132 -1.5847 -2.0464 0.865
H -1.1960 0.4746 2.0538 0.065
H -0.7997 1.6967 0.8103 0.070
H 0.3311 1.4828 2.1736 0.099
H 0.2937 -1.1329 1.1267 0.067
H 1.6471 0.2124 0.7817 0.082
H -0.0332 1.6406 -1.4929 0.141
H -1.6077 -1.3024 -1.1205 0.116
H 1.6814 -0.7916 -3.0729 -0.091
H 2.1752 -1.3369 -1.0687 -0.079
```

=====

2.
DFT (ωB97M-V/def2-TZVPD) results for a structure of composition C20H20NO12P2Zr at a distorted geometry.

The LUMO energy comes out at 2.53 eV. The total charge is -1.

Geometry as XYZ:
```
56
Properties=species:S:1:pos:R:3:lowdin_charge:R:1
Zr 0.1639 -0.3733 0.0072 1.864
O -0.1293 1.1557 3.9362 0.101
C -0.1242 1.2926 2.7363 -0.539
O -0.2299 0.2897 1.8870 -0.196
C 0.0948 2.6591 2.1017 -0.083
C 1.5320 2.6893 1.5311 -0.245
C 1.9976 4.1285 1.3280 -0.092
C 1.1330 4.5570 0.1191 -0.094
C 0.3823 3.2589 -0.1929 -0.255
O 1.3264 2.2351 0.1779 -0.104
C -0.7370 3.0244 0.8256 -0.097
C -1.6847 1.9140 0.3704 -0.579
O -2.7976 1.8234 0.8313 0.100
O -1.1695 1.1156 -0.5460 -0.213
H -0.0326 3.3944 2.8931 0.152
H 2.2353 2.0327 2.0311 0.147
H 1.8455 4.7409 2.2162 0.115
H 3.0574 4.1374 1.0770 0.116
H 0.4406 5.3664 0.3533 0.112
H 1.7481 4.8675 -0.7242 0.110
H 0.0868 3.1204 -1.2278 0.157
H -1.3407 3.9126 1.0075 0.153
O 2.8142 -0.1562 1.4285 -0.145
P 3.2880 -0.5604 -0.0658 0.247
O 4.5543 0.0627 -0.4253 -0.246
O 2.0407 -0.3247 -0.9560 -0.443
O 3.3859 -2.1803 0.0258 -0.241
P 2.0532 -3.0932 0.1975 0.243
O 1.4753 -3.1842 -1.3130 -0.133
O 2.3787 -4.4216 0.7134 -0.256
O 1.0665 -2.1585 0.9186 -0.416
H 2.2925 -0.8737 1.8235 0.057
H 1.5711 -4.0854 -1.6335 0.087
N 0.0384 -0.6955 -2.4541 0.018
C -1.1128 -0.9468 -3.2496 -0.228
C -1.2662 -0.2542 -4.4437 -0.036
C -2.3668 -0.4681 -5.2558 -0.101
C -3.3236 -1.3918 -4.8651 -0.098
C -3.1725 -2.0683 -3.6654 -0.035
C -2.0734 -1.8714 -2.8263 -0.109
C -2.0462 -2.5277 -1.4868 -0.193
C -2.6977 -3.7558 -1.3263 -0.065
C -2.9177 -4.2994 -0.0688 -0.097
C -2.5525 -3.5744 1.0576 -0.087
C -1.8987 -2.3652 0.8790 -0.135
C -1.5295 -1.8553 -0.3678 -0.175
H 0.6525 -0.0147 -2.8862 0.101
H 0.5942 -1.5445 -2.3311 0.074
H -0.5029 0.4587 -4.7364 0.109
H -2.4745 0.0846 -6.1803 0.096
H -4.1998 -1.5672 -5.4761 0.095
H -3.9574 -2.7376 -3.3391 0.105
H -3.0295 -4.3038 -2.2010 0.099
H -3.3901 -5.2699 0.0247 0.093
H -2.7607 -3.9467 2.0530 0.098
H -1.6067 -1.8235 1.7746 0.088
```

=====

3.
DFT (ωB97M-V/def2-TZVPD) results for a cluster of 8 separate species, C21H61N9O11 in total at a distorted geometry.

The LUMO energy comes out at 0.42 eV. Its SMILES is COCCNCCOC.COCCNCCOC.COCCNCCOC.NC(N)=O.NC(N)=O.NC(N)=O.O.O. The total charge is 0.

Geometry as XYZ:
```
102
Properties=species:S:1:pos:R:3:lowdin_charge:R:1
C 3.4175 -3.9238 9.5461 -0.129
O 2.7562 -2.8987 8.8416 -0.176
C 3.5612 -1.7514 8.6028 -0.230
C 2.7495 -0.6613 7.9197 -0.227
N 2.5368 -0.9872 6.5298 -0.076
C 1.8502 0.0235 5.7321 -0.193
C 1.3897 -0.4940 4.3312 -0.164
O 2.4333 -1.0216 3.4699 -0.212
C 2.0476 -1.3429 2.1853 -0.125
H 3.7366 -3.6998 10.5655 0.084
H 4.2587 -4.3830 9.0224 0.084
H 2.7158 -4.7555 9.6206 0.084
H 4.4171 -1.9243 7.9481 0.124
H 3.8854 -1.3029 9.5445 0.117
H 3.3751 0.2305 7.8560 0.121
H 1.8039 -0.5153 8.4474 0.123
H 2.0103 -1.8495 6.4799 0.114
H 2.3433 0.9960 5.7466 0.110
H 0.8791 0.2478 6.1819 0.110
H 0.9398 0.3643 3.8362 0.090
H 0.5451 -1.1778 4.4330 0.126
H 1.7554 -0.4811 1.5844 0.071
H 1.2909 -2.1285 2.1303 0.095
H 2.8749 -1.8115 1.6503 0.091
C -2.8970 -6.3121 -9.8260 -0.149
O -2.1927 -5.6695 -8.8164 -0.171
C -2.5187 -4.2741 -8.8091 -0.225
C -2.0819 -3.7745 -7.4554 -0.227
N -2.1656 -2.3340 -7.2594 -0.057
C -1.8981 -2.0331 -5.8210 -0.203
C -1.6017 -0.5365 -5.5603 -0.213
O -1.7511 -0.0677 -4.2107 -0.186
C -0.8215 -0.6302 -3.3595 -0.135
H -2.7584 -7.3875 -9.6996 0.086
H -2.5458 -6.1029 -10.8379 0.090
H -3.9825 -6.2356 -9.7339 0.087
H -3.6042 -4.1559 -8.8591 0.116
H -2.1979 -3.6673 -9.6583 0.125
H -1.0161 -3.9932 -7.3499 0.121
H -2.6193 -4.3464 -6.6995 0.129
H -1.3593 -1.8694 -7.6571 0.103
H -0.9717 -2.5018 -5.4782 0.108
H -2.6884 -2.3450 -5.1380 0.123
H -2.2693 0.1381 -6.0992 0.121
H -0.6427 -0.1802 -5.9451 0.115
H -0.7044 -0.1265 -2.4004 0.078
H 0.1488 -0.6710 -3.8598 0.071
H -1.0740 -1.6754 -3.1646 0.095
C 1.2044 4.0752 -1.7269 -0.074
O -0.1797 3.7772 -1.3695 -0.203
C -0.6291 4.4550 -0.1985 -0.219
C -2.1285 4.3325 0.0129 -0.210
N -2.5356 2.9971 0.3616 -0.068
C -3.9977 2.8118 0.2859 -0.194
C -4.3117 1.2936 0.3729 -0.182
O -3.7175 0.6385 -0.7619 -0.235
C -4.4149 -0.4848 -1.3450 -0.065
H 1.2327 5.1358 -1.9815 0.088
H 1.5644 3.4870 -2.5697 0.089
H 1.8930 3.9158 -0.8952 0.081
H -0.4405 5.5251 -0.3063 0.122
H -0.2324 4.1219 0.7634 0.119
H -2.5268 4.6762 -0.9464 0.121
H -2.4406 5.0539 0.7684 0.131
H -2.3088 2.3311 -0.3676 0.107
H -4.2866 3.1010 -0.7278 0.117
H -4.6358 3.3594 0.9801 0.119
H -5.3897 1.1434 0.3049 0.120
H -3.8833 0.9809 1.3267 0.117
H -3.9514 -0.7363 -2.2982 0.080
H -5.4246 -0.1801 -1.6274 0.084
H -4.4793 -1.3461 -0.6800 0.093
N 4.2429 3.5256 2.1317 0.162
C 3.4738 2.4424 2.2152 -0.740
N 3.8788 1.6626 3.1868 0.202
O 2.5418 2.2261 1.5226 0.063
H 4.9088 3.6880 2.8685 0.101
H 4.2451 4.0867 1.2955 0.110
H 3.4317 0.7687 3.3535 0.089
H 4.6027 1.9494 3.8247 0.113
N 2.3588 0.0994 -2.7951 0.155
C 3.3800 -0.6924 -2.4722 -0.713
N 4.2647 -0.7714 -3.4641 0.149
O 3.4394 -1.2936 -1.3927 0.017
H 2.3850 0.5482 -3.6964 0.096
H 1.5652 0.2577 -2.1934 0.070
H 4.1501 -0.2031 -4.2866 0.096
H 5.0392 -1.4080 -3.3665 0.113
N -2.8638 2.8584 3.6466 0.175
C -1.6652 2.4532 3.9876 -0.757
N -0.9822 2.2407 2.8714 0.161
O -1.0758 2.4831 5.0385 0.032
H -3.0160 2.7939 2.6523 0.061
H -3.5509 3.1792 4.3091 0.117
H -1.3662 2.2922 1.9404 0.050
H -0.0030 2.0091 2.8473 0.086
O -1.1379 -0.3839 0.5405 -0.068
H -0.5734 0.1931 0.0126 -0.030
H -1.9968 -0.3377 0.1130 -0.007
O 0.8212 1.2935 -0.3174 -0.064
H 1.2992 1.4282 0.5116 0.003
H 0.8631 2.1456 -0.7668 0.005
```